[1]
ORCA calculation (the ωB97M-V functional and the def2-TZVPD basis) on 2 unconnected molecules or ions with the total composition C2H7N3S in a non-equilibrium geometry.

Calculated values
Spin multiplicity: 1
LUMO level in eV: 0.3
Relative energy (zero: lowest compared OMol25 entry of this formula, charge and spin) in kJ/mol: 491.0

Last column: Mulliken charge in e.
Positions of all 13 atoms, in Å:
C (2.43479, -0.86840, -1.26055)  -0.69
C (-1.02244, 0.01827, -0.90202)  -0.07
H (3.22119, -0.86735, -0.55863)  0.26
H (2.34199, 0.18515, -1.95701)  0.27
H (2.48155, -1.82254, -1.67745)  0.26
H (0.79943, -1.21388, 0.35388)  0.25
H (-1.73299, 0.51611, -1.54116)  0.32
H (-2.67369, 0.20163, 0.52154)  0.33
H (-0.26129, 0.13240, 2.51179)  0.14
N (1.14503, -0.66880, -0.49261)  0.06
N (0.23400, -0.02769, -1.21167)  -0.42
N (-1.38694, -0.41287, 0.50012)  -0.60
S (-0.78718, 0.98343, 1.48447)  -0.11

Forces on the atoms, in the same order (eV/Å):
-2.7 4.3 0.4
2.3 -0.5 1.9
1.2 0.7 0.8
1.0 -3.6 1.6
-0.3 -1.3 -1.7
1.0 0.7 -1.7
0.0 0.0 0.0
4.3 -3.2 -0.2
-0.6 1.3 -1.2
0.0 -0.3 0.9
-2.0 -0.6 -1.2
-5.3 4.3 -1.4
1.1 -1.9 1.8


[2]
ORCA calculation (the ωB97M-V functional and the def2-TZVPD basis) on 2 unconnected molecules or ions with the total composition C4H6N2O in a non-equilibrium geometry.

Calculated values
Spin multiplicity: 1
LUMO level in eV: 0.5
Relative energy (zero: lowest compared OMol25 entry of this formula, charge and spin) in kJ/mol: 442.7

Last column: Mulliken charge in e.
Positions of all 13 atoms, in Å:
O (1.40123, -0.93627, 2.98765)  -0.46
C (1.04959, -0.33935, 1.85925)  0.26
C (1.15168, 0.41588, 0.83388)  -0.26
N (-0.11524, -0.49117, 1.02517)  -0.48
H (2.28966, -0.66890, 3.26816)  0.33
H (1.55231, 1.01934, 0.04151)  0.37
H (-0.87028, 0.09117, 1.41358)  0.19
C (-1.26282, -0.29788, -1.98462)  -0.74
C (-0.73014, 1.05057, -1.77136)  0.38
N (-0.29955, 2.10894, -1.58689)  -0.44
H (-1.96194, -0.29996, -2.82822)  0.32
H (-1.76125, -0.65473, -1.08000)  0.27
H (-0.44325, -0.99764, -2.17811)  0.25

Forces on the atoms, in the same order (eV/Å):
0.1 0.0 0.0
0.0 0.1 -0.2
0.2 0.0 0.2
-0.2 0.0 0.2
-0.2 0.0 -0.2
0.0 -0.1 0.2
0.2 -0.1 -0.1
0.0 -0.1 0.0
0.3 0.8 0.2
-0.4 -1.1 -0.2
0.2 0.0 0.2
0.0 0.2 -0.1
-0.1 0.2 0.0


[3]
ORCA calculation (the ωB97M-V functional and the def2-TZVPD basis) on a molecular structure, C27H33MnN7S in a non-equilibrium geometry.

Calculated values
Charge: +2
Spin multiplicity: 6
LUMO level (spin up / spin down) in eV: -4.9 / -5.1
Relative energy (zero: lowest compared OMol25 entry of this formula, charge and spin) in kJ/mol: 385.6

Last column: Mulliken charge in e.
Positions of all 69 atoms, in Å:
Mn (-0.27363, -1.08502, -0.25095)  0.73
C (-2.10074, -2.84059, 1.47649)  -0.93
N (-1.78269, -2.77922, 0.07293)  -0.27
C (-2.88482, -2.66305, -0.86516)  -1.00
C (-2.36723, -2.04611, -2.14993)  0.39
N (-1.14966, -1.51354, -2.25239)  -0.16
C (-1.03449, -0.92292, -3.50892)  0.07
C (0.03120, -0.38737, -4.24715)  -0.35
C (-0.23614, -0.03394, -5.58648)  -0.54
C (-1.48707, -0.21752, -6.21814)  -0.44
C (-2.50619, -0.77790, -5.50207)  -1.08
C (-2.21034, -1.22982, -4.20314)  0.46
N (-3.00161, -1.90421, -3.27649)  -0.05
C (-0.85079, -2.27760, 2.16459)  0.37
N (0.21986, -2.07760, 1.48409)  -0.26
C (1.29069, -1.61588, 2.39418)  0.58
C (2.68088, 0.58782, 2.60030)  -0.47
C (2.91854, 0.43062, 4.01336)  -1.21
C (2.28057, -0.27385, 4.99055)  -0.67
C (0.96237, -1.01279, 4.88732)  -0.82
C (0.57081, -1.51120, 3.70119)  -0.02
N (-0.67570, -2.14705, 3.48960)  -0.09
H (-2.23729, -3.90001, 1.71083)  0.47
H (-3.01869, -2.29579, 1.65749)  0.44
H (-1.19046, -3.57394, -0.15762)  0.18
H (-3.60992, -1.92091, -0.57285)  0.45
H (-3.42119, -3.59158, -1.05654)  0.53
H (1.04652, -0.23221, -3.84948)  0.44
H (0.50256, 0.41134, -6.16471)  0.49
H (-1.61622, 0.18770, -7.21408)  0.42
H (-3.37973, -1.05444, -5.96669)  0.47
H (-3.92845, -2.25810, -3.34692)  0.19
H (3.50186, 1.04856, 1.98814)  0.51
H (3.76252, 1.04861, 4.24546)  0.44
H (2.66105, -0.08886, 5.94245)  0.43
H (0.24824, -1.11868, 5.71480)  0.39
H (-1.42371, -2.01582, 4.14512)  0.36
C (2.01271, 2.76131, -1.44799)  -1.68
C (1.99161, 1.77144, -0.35577)  0.37
C (1.45501, 2.02786, 0.83245)  -1.68
C (1.39821, 1.14434, 2.02144)  1.04
C (0.32962, 1.66722, 2.99762)  -2.14
C (1.83253, -0.32914, 1.74638)  2.56
C (2.32676, -0.62233, 0.32763)  -0.13
C (2.95327, -1.97425, 0.01928)  -2.29
C (2.45532, 0.40008, -0.55018)  -0.38
H (1.26895, 2.38944, -2.15223)  0.21
H (3.01559, 2.81351, -1.95516)  0.49
H (1.70845, 3.76515, -1.04195)  0.29
H (1.03640, 2.94256, 1.04571)  1.27
H (-0.61477, 1.35267, 2.68701)  0.20
H (0.39053, 2.73409, 3.21481)  0.44
H (0.45728, 1.15925, 3.92320)  0.61
H (2.11390, -2.33192, 2.32305)  0.44
H (2.34069, -2.84781, 0.30116)  0.32
H (3.87627, -2.09015, 0.57123)  0.36
H (3.19102, -1.98833, -1.05502)  0.51
H (2.94494, 0.31940, -1.55060)  0.40
C (-0.99095, 4.30202, 0.26734)  -1.16
N (-1.60077, 2.99835, 0.57655)  -0.04
C (-1.67843, 1.95225, -0.19324)  0.41
N (-1.27535, 2.01936, -1.48506)  -0.15
S (-2.21551, 0.44291, 0.45550)  -0.43
H (-0.99559, 4.87620, 1.19689)  0.35
H (-1.58835, 4.75703, -0.48645)  0.48
H (0.03964, 4.26037, -0.12485)  0.25
H (-1.93849, 2.74058, 1.50618)  0.34
H (-1.10340, 3.00521, -1.80969)  0.27
H (-1.42801, 1.23423, -2.09440)  0.03

Forces on the atoms, in the same order (eV/Å):
-0.2 0.4 -1.0
0.7 -0.2 0.1
0.0 0.2 -1.2
0.1 0.2 -1.2
2.7 0.1 0.9
0.8 0.5 1.6
-0.3 -1.4 -0.9
0.2 0.7 -0.9
-1.1 -0.7 1.6
0.9 0.7 0.9
1.6 -0.9 1.1
-0.7 1.1 -0.3
-1.4 -0.2 -1.0
-0.9 -1.4 0.7
0.4 0.0 -0.3
-0.5 1.0 -1.0
0.8 0.7 -2.8
-0.6 -0.9 1.0
-1.4 0.5 -1.9
1.1 0.2 -1.2
0.6 -0.2 1.5
-0.3 0.6 -0.1
-0.1 0.2 0.8
0.0 0.2 0.4
-0.2 0.1 -0.2
-0.3 0.2 0.9
0.0 -0.2 0.0
-0.7 -0.1 -0.1
1.5 0.6 -0.8
-0.1 -0.3 0.0
-2.1 -0.3 -0.9
-0.7 0.0 -0.8
-0.3 -0.8 1.0
0.4 -0.1 0.9
0.5 -0.1 1.6
0.7 0.2 0.0
-0.3 -0.2 0.1
0.5 0.6 -0.3
0.0 -1.0 1.5
0.8 -1.4 0.7
-1.0 0.5 0.0
1.6 -0.9 0.2
0.3 -0.3 -0.1
0.1 0.3 0.6
-0.5 0.1 -0.4
0.2 0.4 -1.6
0.1 0.4 -0.5
-1.0 0.1 0.5
0.5 -0.9 -0.7
-0.7 2.1 0.2
-1.8 -0.1 -0.7
0.1 0.0 -0.4
0.2 -0.1 0.9
-0.1 -0.1 0.7
0.1 0.4 -0.4
0.4 0.1 0.2
-0.1 -0.3 0.4
-0.3 -0.8 0.9
0.1 -0.5 0.5
0.1 0.0 1.0
0.5 -1.2 -1.7
0.0 2.3 1.1
0.2 0.0 0.0
-0.1 0.1 -0.4
-0.6 0.8 -0.4
-0.5 -0.4 0.4
0.4 0.9 -0.2
-0.2 -1.9 -0.3
-0.1 0.2 -0.3


[4]
ORCA calculation (the ωB97M-V functional and the def2-TZVPD basis) on a molecular structure, C2H4LiO2Yb in a non-equilibrium geometry.

Calculated values
Charge: +1
Spin multiplicity: 1
LUMO level in eV: -4.6
Relative energy (zero: lowest compared OMol25 entry of this formula, charge and spin) in kJ/mol: 0.0

Last column: Mulliken charge in e.
Positions of all 10 atoms, in Å:
O (0.02119, -1.38203, -0.38802)  -0.74
C (0.13954, 0.21267, -0.61703)  -0.28
C (-0.25236, 1.00260, 0.61692)  -0.35
O (0.69047, 0.45564, 1.49109)  -0.66
Li (-0.67076, -2.52024, -1.53609)  0.88
Yb (0.80152, -1.63479, 1.59544)  1.05
H (1.14404, 0.35507, -1.05026)  0.28
H (-0.50105, 0.55255, -1.44926)  0.32
H (-1.32122, 0.88165, 0.87118)  0.21
H (-0.05136, 2.07688, 0.46603)  0.29

Forces on the atoms, in the same order (eV/Å):
-0.3 2.3 -0.7
-1.4 -1.1 -2.2
2.1 -1.0 -0.6
-0.3 -0.3 2.3
0.0 0.4 0.0
0.3 0.8 0.5
-0.2 0.1 1.1
-0.3 -0.9 -0.1
0.3 -0.1 0.1
-0.2 -0.2 -0.2


| no. | E_tot (Ha) |
| --- | --- |
| 1 | -642.6656 |
| 2 | -340.6263 |
| 3 | -2980.6572 |
| 4 | -1395.0809 |